Molecular formula: C30H28N2O3
Method: DFT, ωB97M-V/def2-TZVPD

Last column: Löwdin charge in e.
Atoms and positions in Å:
C -0.651 -3.081 0.832  -0.0673
C -2.153 -3.321 0.782  -0.2546
O -2.770 -2.091 0.458  -0.0717
C -4.138 -2.040 0.340  -0.1980
C -4.995 -3.116 0.484  -0.0261
C -6.363 -2.938 0.326  -0.0933
C -6.877 -1.693 0.024  -0.0878
C -6.031 -0.604 -0.117  -0.0042
C -4.664 -0.766 0.041  -0.1428
N -3.735 0.267 -0.079  0.1479
C -3.916 1.575 -0.414  -0.4126
O -4.991 2.095 -0.630  0.0866
C -2.625 2.330 -0.461  -0.1326
C -1.450 1.735 -0.900  0.0248
C -0.253 2.445 -0.902  -0.2090
C -0.237 3.767 -0.467  0.0009
C -1.416 4.365 -0.057  -0.0553
C -2.607 3.661 -0.057  -0.0203
H -3.530 4.121 0.260  0.1173
H -1.401 5.394 0.266  0.1083
H 0.693 4.310 -0.455  0.1028
N 0.891 1.768 -1.332  0.1312
C 2.204 2.105 -1.166  -0.4680
O 2.592 3.171 -0.752  0.0939
C 3.139 0.965 -1.542  -0.0589
H 4.155 1.360 -1.513  0.1255
H 2.916 0.610 -2.551  0.1320
C 2.989 -0.183 -0.527  -0.2332
C 3.330 0.342 0.852  -0.1982
C 4.654 0.523 1.228  -0.0194
C 4.965 1.045 2.470  -0.0706
C 3.955 1.394 3.350  -0.0872
C 2.633 1.216 2.983  -0.0742
C 2.324 0.690 1.741  -0.0348
H 1.286 0.558 1.462  0.1104
H 1.839 1.490 3.662  0.1036
H 4.198 1.808 4.318  0.1010
H 5.999 1.183 2.750  0.1036
H 5.445 0.250 0.544  0.1179
C 3.817 -1.408 -0.841  -0.1977
C 4.896 -1.404 -1.713  -0.0421
C 5.627 -2.560 -1.932  -0.0786
C 5.294 -3.734 -1.281  -0.0914
C 4.220 -3.747 -0.406  -0.0780
C 3.491 -2.594 -0.190  -0.0314
H 2.656 -2.606 0.498  0.1115
H 3.952 -4.657 0.109  0.1025
H 5.866 -4.633 -1.453  0.1009
H 6.464 -2.540 -2.615  0.1033
H 5.178 -0.502 -2.234  0.1068
H 1.938 -0.502 -0.510  0.1319
H 0.708 0.846 -1.705  0.1388
H -1.455 0.717 -1.270  0.1206
H -2.795 -0.036 0.134  0.1224
H -6.417 0.374 -0.351  0.1026
H -7.940 -1.560 -0.101  0.1022
H -7.020 -3.787 0.440  0.1010
H -4.613 -4.097 0.718  0.1032
H -2.514 -3.678 1.756  0.1297
H -2.391 -4.075 0.020  0.1278
H -0.420 -2.317 1.569  0.0765
H -0.293 -2.752 -0.141  0.0721
H -0.140 -4.001 1.102  0.0777

ΔE to the lowest compared entry with this formula, charge and spin   2.8 kJ/mol
SMILES   CCOc1ccccc1NC(=O)c1cccc(NC(=O)CC(c2ccccc2)c2ccccc2)c1
Max |F|   0.0109 hartree/bohr
Highest occupied orbital energy   -0.3028 hartree
Energy   -40688.748 eV
Molar mass   464.56 Da
Frontier orbital gap   8.7 eV


Molecular formula: C9H16N2O5
Method: DFT, ωB97M-V/def2-TZVPD

Last column: Löwdin charge in e.
Atoms and positions in Å:
C -2.210 -0.755 0.419  -0.3202
C -1.026 0.034 0.949  -0.3413
C -3.030 0.097 -0.544  -0.4140
C -2.452 0.685 -1.858  -0.0996
C -4.487 -0.537 -0.873  -0.0921
C 1.296 0.471 0.502  -0.2624
C 1.755 1.805 -0.081  -0.2013
C 2.368 -0.616 0.597  -0.0604
C 3.001 -1.358 -0.511  -0.5728
H -3.129 -0.318 2.078  0.0790
H -2.779 -1.963 2.281  0.1884
H -1.796 -1.727 -0.030  0.1693
H -3.334 1.090 -0.060  0.1489
H -3.347 1.353 -1.931  0.0646
H -1.310 1.123 -1.851  0.0961
H -2.670 -0.211 -2.827  0.1508
H -4.615 -1.097 -1.833  0.0752
H -4.972 -0.875 0.195  0.1209
H -5.252 0.150 -1.020  0.0163
H -0.029 -0.627 -0.757  0.1364
H 1.283 0.777 1.580  0.1716
H 3.364 -0.421 1.182  0.1704
H 1.786 -1.282 1.269  0.1529
H 4.364 -2.412 -0.897  0.1767
H 0.800 3.283 -1.101  0.3078
N -3.279 -1.173 1.440  -0.0332
N 0.053 -0.144 0.109  0.1047
O -0.932 0.627 2.119  -0.0099
O 2.929 2.605 0.481  -0.1420
O 2.358 -1.655 -1.488  0.1106
O 4.064 -1.968 -0.035  0.1169
O 0.698 2.070 -0.916  -0.0081

ΔE to the lowest compared entry with this formula, charge and spin   887.9 kJ/mol
Max |F|   0.2001 hartree/bohr
Highest occupied orbital energy   -0.3672 hartree
Energy   -22802.605 eV
Molar mass   232.24 Da
Frontier orbital gap   9.8 eV


Molecular formula: C37H38BF4FeGeN2O8P2
Method: DFT, ωB97M-V/def2-TZVPD

Last column: Löwdin charge in e.
Atoms and positions in Å:
Fe -0.797 -0.786 0.173  0.6773
C 3.720 0.184 -0.103  -0.1936
P 2.114 -0.662 0.120  0.8390
C 2.461 -1.573 1.644  -0.1756
C 2.236 -2.020 -1.152  -0.3004
C 3.283 -1.922 -2.067  -0.0930
C 3.671 -3.018 -2.824  -0.0762
C 3.025 -4.226 -2.665  -0.0852
C 1.936 -4.306 -1.813  -0.0907
C 1.498 -3.204 -1.080  -0.3289
P -0.136 -3.208 -0.205  0.9608
C 0.054 -4.479 1.077  -0.2346
C -1.211 -4.053 -1.419  -0.2161
H 4.572 -0.496 -0.103  0.0568
H 3.790 0.869 0.743  0.0440
H 3.721 0.768 -1.026  0.0323
H 3.189 -2.358 1.431  0.0616
H 1.545 -1.992 2.063  0.0215
H 2.876 -0.859 2.356  0.0621
H 3.788 -0.980 -2.215  0.0930
H 4.478 -2.917 -3.539  0.1005
H 3.338 -5.095 -3.232  0.0985
H 1.386 -5.237 -1.741  0.0952
H 0.413 -5.416 0.643  0.0393
H -0.924 -4.635 1.538  0.0541
H 0.737 -4.137 1.854  0.0320
H -0.662 -4.758 -2.042  0.0325
H -1.706 -3.308 -2.035  0.0399
H -1.985 -4.582 -0.859  0.0533
O -0.624 -1.634 2.372  -0.0711
C -1.798 -1.174 2.229  -0.6153
O -1.980 0.039 1.882  -0.0596
C -2.962 -2.103 2.171  -0.0795
C -3.536 -2.705 3.247  0.0567
C -4.642 -3.576 3.077  -0.2091
C -5.130 -3.785 1.799  0.0453
C -4.513 -3.155 0.682  -0.0875
C -3.381 -2.325 0.803  -0.2884
O -2.665 -1.824 -0.168  -0.1903
N -5.083 -3.427 -0.621  -0.3702
O -5.937 -4.299 -0.712  0.0072
O -4.714 -2.784 -1.589  0.0353
N -5.203 -4.185 4.189  -0.4269
O -6.225 -4.960 4.021  -0.1639
O -4.678 -3.964 5.363  -0.1822
H -3.179 -2.538 4.254  0.1150
H -5.982 -4.426 1.657  0.0988
C -3.377 0.839 -0.986  -0.0949
O -1.939 0.839 -1.049  -0.1756
H -3.759 1.745 -1.462  0.0809
H -3.648 0.830 0.066  0.0777
H -3.780 -0.059 -1.450  0.0787
H -1.697 0.680 -1.974  0.0598
F 0.595 -1.350 -4.208  0.1438
B 0.235 -0.466 -3.201  -1.2066
F -0.494 -1.180 -2.177  0.0411
F 1.376 0.100 -2.592  0.1022
F -0.627 0.569 -3.640  0.1056
C 0.919 0.520 0.504  -0.4670
Ge 1.041 2.375 -0.003  0.9731
C 2.173 3.126 1.464  -0.2392
C 3.481 3.612 1.386  -0.1168
C 4.184 4.012 2.522  -0.1088
C 3.590 3.931 3.772  -0.1159
C 2.289 3.454 3.878  -0.0912
C 1.595 3.061 2.739  -0.1012
C -0.585 3.425 0.295  -0.2628
C -1.623 2.965 1.110  -0.1027
C -2.695 3.791 1.427  -0.0762
C -2.749 5.089 0.932  -0.1090
C -1.720 5.563 0.129  -0.1064
C -0.642 4.737 -0.181  -0.1121
C 1.697 2.919 -1.756  -0.2607
C 0.736 3.137 -2.749  -0.1145
C 1.098 3.544 -4.025  -0.0753
C 2.436 3.750 -4.338  -0.1015
C 3.407 3.537 -3.370  -0.0975
C 3.037 3.121 -2.093  -0.1217
H 0.846 0.477 1.593  0.0265
H 3.975 3.704 0.431  0.0705
H 5.197 4.387 2.424  0.0911
H 4.134 4.237 4.658  0.0903
H 1.811 3.385 4.848  0.0983
H 0.578 2.693 2.854  0.1009
H -1.604 1.953 1.495  0.0661
H -3.493 3.412 2.055  0.1055
H -3.591 5.728 1.172  0.0898
H -1.754 6.575 -0.257  0.0891
H 0.157 5.130 -0.803  0.0952
H -0.313 2.966 -2.530  0.1040
H 0.333 3.684 -4.779  0.1039
H 2.721 4.063 -5.335  0.0919
H 4.455 3.684 -3.606  0.0921
H 3.818 2.938 -1.371  0.0652

ΔE to the lowest compared entry with this formula, charge and spin   155.1 kJ/mol
Max |F|   0.0265 hartree/bohr
Multiplicity   6
Charge   -2
Highest occupied orbital energy (alpha / beta)   0.0134 / -0.0836 hartree
Energy   -179377.075 eV
Molar mass   915.92 Da
Frontier orbital gap (alpha / beta)   3.3 / 5.9 eV


Molecular formula: C28H70O14
Method: DFT, ωB97M-V/def2-TZVPD

Last column: Löwdin charge in e.
Atoms and positions in Å:
C 7.553 -1.543 1.144  -0.1233
O 6.387 -0.780 0.952  -0.2192
C 6.148 0.196 1.961  -0.1807
C 4.853 0.889 1.585  -0.2043
O 4.364 1.534 2.731  -0.1589
C 3.116 2.145 2.520  -0.1117
H 8.393 -0.907 1.450  0.0883
H 7.826 -2.013 0.200  0.0850
H 7.372 -2.328 1.891  0.0871
H 7.017 0.853 2.037  0.1273
H 5.966 -0.338 2.904  0.1337
H 4.158 0.125 1.214  0.1038
H 5.017 1.621 0.781  0.1359
H 3.244 3.111 2.015  0.0442
H 2.642 2.331 3.485  0.1004
H 2.415 1.504 1.971  0.0959
C -10.892 0.000 -4.706  -0.1408
O -9.659 0.093 -4.071  -0.1853
C -8.563 0.031 -4.980  -0.1919
C -7.303 0.096 -4.174  -0.2410
O -6.991 -1.170 -3.680  -0.1617
C -5.889 -1.121 -2.787  -0.0935
H -11.063 0.765 -5.483  0.0866
H -11.650 0.130 -3.936  0.0880
H -11.026 -0.957 -5.234  0.0885
H -8.653 0.851 -5.700  0.1286
H -8.640 -0.938 -5.492  0.1321
H -7.552 0.783 -3.345  0.1300
H -6.498 0.589 -4.732  0.1126
H -5.038 -0.587 -3.217  0.0724
H -5.588 -2.145 -2.574  0.0886
H -6.232 -0.666 -1.851  0.0954
C 2.877 6.503 2.573  -0.1104
O 1.703 5.838 2.175  -0.1709
C 1.884 4.442 2.165  -0.2472
C 0.615 3.763 1.664  -0.1877
O 0.249 2.763 2.571  -0.1863
C -0.868 2.022 2.135  -0.0685
H 2.673 7.570 2.560  0.0869
H 3.698 6.299 1.870  0.0899
H 3.208 6.166 3.562  0.0918
H 2.083 4.094 3.189  0.1210
H 2.724 4.143 1.525  0.0930
H 0.865 3.343 0.679  0.1228
H -0.188 4.506 1.578  0.1378
H -0.840 1.833 1.063  0.0617
H -1.791 2.575 2.376  0.0993
H -0.972 1.079 2.670  0.0775
C -4.970 2.619 -3.727  -0.1220
O -4.763 2.393 -5.089  -0.1717
C -3.484 1.916 -5.406  -0.2045
C -2.393 2.964 -5.342  -0.1850
O -1.897 3.057 -4.006  -0.2170
C -0.539 3.399 -3.961  -0.1240
H -4.478 3.507 -3.314  0.0937
H -4.604 1.801 -3.090  0.0712
H -6.038 2.703 -3.533  0.0859
H -3.520 1.485 -6.408  0.1293
H -3.182 1.104 -4.728  0.1197
H -2.802 3.947 -5.605  0.1363
H -1.570 2.729 -6.026  0.1218
H 0.067 2.625 -4.457  0.0904
H -0.169 3.453 -2.936  0.0790
H -0.328 4.368 -4.430  0.0911
C 2.104 -1.546 1.115  -0.1208
O 1.520 -0.446 0.470  -0.1811
C 0.886 -0.723 -0.756  -0.1862
C -0.025 0.423 -1.151  -0.2021
O -1.347 0.210 -0.689  -0.1757
C -2.238 1.028 -1.370  -0.1391
H 2.162 -1.230 2.164  0.0880
H 3.113 -1.764 0.764  0.0682
H 1.501 -2.461 1.146  0.0970
H 0.243 -1.613 -0.682  0.1378
H 1.611 -0.928 -1.554  0.1146
H 0.000 0.433 -2.251  0.1236
H 0.366 1.387 -0.798  0.1163
H -2.332 0.872 -2.453  0.0693
H -2.031 2.097 -1.227  0.0927
H -3.242 0.808 -0.996  0.0917
C 4.011 -2.952 -2.061  -0.0860
O 3.818 -3.538 -0.786  -0.1915
C 4.994 -3.886 -0.133  -0.2265
C 4.676 -4.455 1.237  -0.2205
O 3.964 -5.651 1.104  -0.1637
C 3.836 -6.325 2.322  -0.1162
H 4.355 -3.733 -2.756  0.0913
H 4.744 -2.143 -2.009  0.0928
H 3.044 -2.633 -2.438  0.0747
H 5.633 -3.001 -0.005  0.0995
H 5.589 -4.654 -0.658  0.1377
H 4.055 -3.719 1.772  0.1214
H 5.636 -4.587 1.754  0.1279
H 3.482 -5.669 3.133  0.0780
H 4.784 -6.779 2.623  0.0909
H 3.042 -7.064 2.208  0.0909
C 1.643 -3.912 5.525  -0.1104
O 0.554 -3.027 5.361  -0.2196
C 0.209 -2.822 3.976  -0.1807
C -0.324 -1.422 3.800  -0.2171
O -1.624 -1.246 4.311  -0.1762
C -1.780 -1.374 5.706  -0.1082
H 1.325 -4.929 5.255  0.0884
H 1.863 -3.923 6.591  0.0880
H 2.515 -3.596 4.948  0.0800
H -0.469 -3.647 3.734  0.1383
H 1.124 -2.976 3.390  0.0924
H -0.384 -1.183 2.734  0.1152
H 0.385 -0.687 4.207  0.1367
H -1.736 -2.414 6.031  0.0814
H -2.742 -0.932 5.959  0.0868
H -1.002 -0.829 6.256  0.0931

ΔE to the lowest compared entry with this formula, charge and spin   581.3 kJ/mol
SMILES   COCCOC.COCCOC.COCCOC.COCCOC.COCCOC.COCCOC.COCCOC
Max |F|   0.0443 hartree/bohr
Highest occupied orbital energy   -0.3407 hartree
Energy   -58826.072 eV
Molar mass   630.85 Da
Frontier orbital gap   9.8 eV